# 1
ORCA calculation (wB97M-V/def2-TZVPD) on 2 unconnected molecules or ions with the total composition C5H9N.

Output
SMILES = C1=NC1.C=CC
Electronic energy = -6817.926 eV

Structure (ORCA input):
```
! RIJCOSX wB97M-V def2-TZVPD def2/J DEFGRID3
* xyz 0 1
C -1.86 0.60 -0.34
N -1.86 0.66 0.92
C -2.38 -0.61 0.26
H -1.59 1.22 -1.18
H -1.76 -1.50 0.36
H -3.46 -0.78 0.34
C 1.95 1.01 0.82
C 1.27 -0.07 0.45
C 1.20 -0.61 -0.95
H 1.97 1.35 1.85
H 2.51 1.60 0.10
H 0.72 -0.63 1.21
H 1.70 0.07 -1.65
H 1.68 -1.59 -1.02
H 0.16 -0.74 -1.27
*
```

Results of the Mulliken charge analysis, in e, for atoms 1 through 6: atom 1 (C): -0.1863, atom 2 (N): -0.3725, atom 3 (C): -0.1723, atom 4 (H): 0.3219, atom 5 (H): 0.1736, atom 6 (H): 0.2434


# 2
ORCA calculation (wB97M-V/def2-TZVPD) on C5H9N in the gas phase.

Output
SMILES = CCCCC#N
Electronic energy = -6820.867 eV

Structure (ORCA input):
```
! RIJCOSX wB97M-V def2-TZVPD def2/J DEFGRID3
* xyz 0 1
C -2.18 -0.26 0.33
C -0.89 0.53 0.13
C 0.30 -0.37 -0.18
C 1.60 0.43 -0.38
C 2.80 -0.35 -0.06
N 3.74 -0.97 0.22
H -2.04 -1.03 1.11
H -3.00 0.38 0.63
H -2.47 -0.78 -0.59
H -0.66 1.10 1.04
H -1.03 1.27 -0.67
H 0.43 -1.09 0.64
H 0.10 -0.97 -1.09
H 1.60 1.31 0.27
H 1.68 0.80 -1.41
*
```

Results of the Mulliken charge analysis, in e, for atoms 1 through 6: atom 1 (C): -1.2575, atom 2 (C): -0.3552, atom 3 (C): -0.6104, atom 4 (C): -0.4387, atom 5 (C): 0.1643, atom 6 (N): -0.4042


# 3
ORCA calculation (wB97M-V/def2-TZVPD) on a molecular structure, C5H9N.

Output
Electronic energy = -6816.402 eV

Structure (ORCA input):
```
! RIJCOSX wB97M-V def2-TZVPD def2/J DEFGRID3
* xyz 0 1
C -0.06 -0.05 -1.81
C 0.41 -0.23 -0.38
C 0.39 1.01 0.53
C -0.14 0.35 1.82
C -0.71 -0.85 1.10
N -1.47 -1.79 1.00
H 0.60 0.63 -2.37
H -0.09 -1.00 -2.36
H -1.07 0.38 -1.84
H 1.37 -0.76 -0.32
H -0.67 -1.38 -0.01
H 1.36 1.50 0.65
H -0.33 1.74 0.15
H -0.89 0.90 2.39
H 0.66 0.04 2.49
*
```

Results of the Mulliken charge analysis, in e, for atoms 1 through 6: atom 1 (C): -1.2747, atom 2 (C): -0.0855, atom 3 (C): -0.8098, atom 4 (C): -0.3055, atom 5 (C): -0.2578, atom 6 (N): -0.6329


# 4
ORCA calculation (wB97M-V/def2-TZVPD) on C5H9N in the gas phase.

Output
SMILES = C=C(N)/C=C/C
Electronic energy = -6819.873 eV

Structure (ORCA input):
```
! RIJCOSX wB97M-V def2-TZVPD def2/J DEFGRID3
* xyz 0 1
C 0.30 2.09 0.90
C 0.27 0.77 1.03
N 1.03 0.06 1.97
C -0.59 -0.10 0.18
C -0.15 -0.54 -0.99
C -0.80 -1.54 -1.89
H 0.88 2.83 1.43
H -0.47 2.53 0.27
H 1.53 -0.73 1.58
H 1.61 0.68 2.52
H -1.48 -0.45 0.69
H 0.82 -0.16 -1.29
H -1.81 -1.72 -1.53
H -0.29 -2.51 -1.94
H -0.86 -1.20 -2.92
*
```

Results of the Mulliken charge analysis, in e, for atoms 1 through 6: atom 1 (C): -0.9772, atom 2 (C): 0.4344, atom 3 (N): -0.4874, atom 4 (C): -0.5596, atom 5 (C): 0.1904, atom 6 (C): -1.1784